(1)
A structure of composition C34H59ClLaNPSi at a distorted geometry, computed with wB97M-V/def2-TZVPD.

Summary:
- lowest unoccupied orbital energy (alpha / beta) (eV) = 2.3 / 2.3
- strongest force on any atom (eV/Å) = 9.5
- charge = -1
- Kohn-Sham gap (alpha / beta) (eV) = 5.37 / 5.33
- HOMO level (alpha / beta) (eV) = -3.107 / -3.035
- spin multiplicity = 1

Last column: Löwdin charge in e.
Cartesian coordinates (Å):
La 0.28 -1.27 0.66  1.3154
P -1.95 1.05 -0.92  1.0831
Cl -0.19 0.69 2.50  -0.1322
C 1.13 -2.41 2.24  -0.3483
H 1.45 -1.86 3.20  0.0024
H 1.57 -3.38 2.02  -0.0324
C -1.87 2.92 -0.71  -0.4386
C -3.69 0.53 -0.42  -0.4367
C -2.13 3.31 0.75  -0.2268
H -0.79 3.10 -0.92  0.1098
C -1.75 4.78 0.99  -0.1968
H -3.19 3.17 0.99  0.0982
H -1.55 2.66 1.43  0.0343
C -2.46 5.73 0.02  -0.2119
H -2.00 5.05 2.03  0.1084
H -0.67 4.89 0.87  0.1144
C -2.34 5.29 -1.44  -0.2017
H -3.53 5.79 0.29  0.1089
H -2.05 6.74 0.13  0.1008
C -2.68 3.80 -1.66  -0.2147
H -2.99 5.90 -2.08  0.1038
H -1.31 5.46 -1.78  0.1110
H -3.75 3.65 -1.49  0.0976
H -2.49 3.55 -2.71  0.0810
C -1.82 0.73 -2.77  -0.4552
C -4.87 1.45 -0.73  -0.2203
H -3.83 -0.41 -0.98  0.0825
C -6.18 0.72 -0.43  -0.1992
H -4.80 2.36 -0.11  0.1012
H -4.86 1.77 -1.79  0.0867
C -6.25 0.17 1.00  -0.2022
H -7.02 1.41 -0.61  0.1023
H -6.30 -0.11 -1.14  0.1108
C -4.99 -0.59 1.43  -0.1903
H -6.42 1.00 1.70  0.1088
H -7.12 -0.49 1.09  0.1031
C -3.72 0.19 1.08  -0.2187
H -5.01 -0.80 2.51  0.1145
H -4.96 -1.56 0.93  0.1021
H -3.68 1.12 1.67  0.1111
H -2.84 -0.40 1.38  0.0551
C -0.61 1.48 -3.36  -0.2148
H -1.60 -0.35 -2.80  0.0849
C -0.37 1.10 -4.83  -0.2008
H -0.77 2.56 -3.29  0.1018
H 0.29 1.25 -2.77  0.0900
C -1.63 1.26 -5.69  -0.2092
H 0.44 1.72 -5.24  0.1063
H -0.03 0.06 -4.88  0.1116
C -2.86 0.58 -5.08  -0.2005
H -1.84 2.33 -5.84  0.1099
H -1.45 0.84 -6.69  0.1023
C -3.09 0.95 -3.61  -0.2145
H -3.76 0.85 -5.66  0.1055
H -2.75 -0.51 -5.15  0.1118
H -3.40 2.01 -3.54  0.0950
H -3.92 0.35 -3.21  0.1043
C 2.36 0.27 0.32  -0.3004
C 2.45 -1.01 0.77  -0.6032
H 1.69 0.96 0.78  -0.0031
C 3.11 -2.11 -0.19  -0.2071
H 2.93 -1.18 1.84  0.1195
C 4.41 -1.47 -0.76  -0.2134
H 3.35 -3.01 0.39  0.0957
H 2.44 -2.43 -1.02  0.0811
C 4.09 -0.19 -1.57  -0.2145
H 5.06 -1.21 0.10  0.1114
H 5.00 -2.22 -1.37  0.1067
C 3.09 0.80 -0.93  -0.1974
H 5.05 0.35 -1.71  0.0997
H 3.72 -0.51 -2.54  0.0908
H 3.61 1.75 -0.62  0.1083
H 2.30 1.07 -1.73  0.0894
C -3.02 -2.96 -1.53  -0.1644
Si -1.78 -3.83 -0.43  0.3315
C -2.27 -5.62 -0.27  -0.1914
C -0.07 -3.77 -1.21  -0.2194
N -1.66 -2.96 1.08  -0.2156
C -2.38 -3.11 2.20  -0.4254
C -3.54 -3.96 2.27  -0.0518
C -4.30 -4.04 3.49  -0.1290
C -3.90 -3.32 4.58  -0.1927
C -2.80 -2.48 4.58  -0.0840
C -2.02 -2.37 3.36  -0.0449
H -3.38 -3.67 -2.30  0.0273
H -2.60 -2.09 -2.04  0.0001
H -3.90 -2.63 -0.95  0.0219
H -1.75 -6.21 -1.04  0.0198
H -1.98 -6.02 0.71  0.0380
H -3.34 -5.77 -0.40  0.0264
H 0.10 -2.88 -1.87  0.0219
H -0.02 -4.66 -1.87  0.0362
H 0.77 -3.87 -0.49  0.0201
H -3.84 -4.53 1.42  0.0557
H -5.17 -4.68 3.49  0.0808
H -4.49 -3.40 5.53  0.0927
H -2.48 -1.91 5.42  0.0757
H -1.17 -1.73 3.33  0.0021

***

(2)
A structure of composition C34H59N9PPdSi4Te at a distorted geometry, computed with wB97M-V/def2-TZVPD.

Summary:
- ⟨S²⟩ = 6.02
- lowest unoccupied orbital energy (alpha / beta) (eV) = -7.5 / -10.4
- strongest force on any atom (eV/Å) = 1.0
- charge = +3
- Kohn-Sham gap (alpha / beta) (eV) = 7.39 / 4.66
- HOMO level (alpha / beta) (eV) = -14.855 / -15.041
- spin multiplicity = 5
- relative energy (zero: lowest compared OMol25 entry of this formula, charge and spin) (kcal/mol) = 6.89

Last column: Löwdin spin population.
Cartesian coordinates (Å):
Pd 0.67 1.75 0.11  1.2690
N -1.17 6.00 0.10  0.0062
C -0.45 4.97 -0.29  0.0095
N 0.02 4.04 0.50  0.0986
C -0.20 4.16 1.88  0.0139
N 0.37 3.37 2.72  0.0036
N 1.21 2.49 2.06  0.1126
C 2.42 2.40 2.46  0.0020
C 3.38 1.69 1.60  0.0107
C 4.61 1.26 2.08  0.0016
C 5.49 0.66 1.19  -0.0022
C 5.11 0.52 -0.14  0.0021
C 3.87 0.99 -0.53  0.0156
N 3.02 1.57 0.31  0.0783
C -1.09 5.22 2.36  0.0045
C -1.46 5.33 3.70  0.0017
C -2.28 6.37 4.10  0.0005
C -2.73 7.31 3.17  0.0019
C -2.37 7.21 1.84  -0.0002
C -1.55 6.16 1.44  0.0019
H -1.46 6.70 -0.58  0.0006
H -0.25 4.89 -1.36  0.0006
H 2.74 2.92 3.36  0.0033
H 4.87 1.40 3.12  0.0004
H 6.46 0.31 1.53  -0.0001
H 5.78 0.09 -0.86  0.0004
H 3.55 0.93 -1.56  0.0006
H -1.09 4.61 4.41  0.0002
H -2.56 6.47 5.14  0.0001
H -3.36 8.13 3.49  0.0001
H -2.72 7.94 1.11  0.0000
C -0.62 2.67 -5.11  0.0000
C 0.66 1.92 -4.74  -0.0001
C 1.90 2.72 -5.13  -0.0004
C 0.68 0.52 -5.38  -0.0004
C 0.67 1.73 -3.27  0.0017
N 0.68 1.57 -2.13  0.0529
H -0.66 2.78 -6.19  0.0000
H -0.64 3.67 -4.67  0.0000
H -1.52 2.13 -4.79  0.0000
H 1.89 2.87 -6.21  -0.0001
H 2.82 2.19 -4.87  0.0000
H 1.92 3.70 -4.65  0.0000
H 0.67 0.65 -6.47  -0.0001
H -0.20 -0.06 -5.10  0.0000
H 1.58 -0.03 -5.11  0.0000
C -4.39 1.98 2.04  0.0020
N -3.56 0.83 2.39  0.0124
C -4.00 -0.32 1.59  0.0016
N -3.98 -0.08 0.15  0.0157
C -4.80 1.11 -0.14  0.0027
N -4.37 2.29 0.61  0.0185
C -3.08 2.79 0.17  0.0191
P -1.76 1.51 0.44  0.1448
C -2.15 1.11 2.21  0.0186
C -2.63 0.09 -0.36  0.0331
H -4.05 2.85 2.60  0.0000
H -5.42 1.77 2.32  0.0005
H -5.02 -0.57 1.88  0.0005
H -3.35 -1.17 1.82  0.0000
H -5.83 0.89 0.14  0.0004
H -4.76 1.32 -1.21  0.0000
H -2.83 3.70 0.73  -0.0001
H -3.12 3.05 -0.89  0.0002
H -1.85 1.95 2.84  0.0004
H -1.55 0.25 2.53  0.0083
H -2.05 -0.82 -0.18  0.0172
H -2.65 0.26 -1.44  0.0006
C 0.39 -3.43 3.57  0.0418
Si -0.17 -4.48 2.15  0.1499
C -2.01 -4.46 1.89  0.0157
C 0.59 -6.17 2.14  0.0316
Si 0.90 -3.30 0.21  0.4074
Te 0.88 -0.90 0.62  0.9331
Si 3.25 -3.80 0.01  0.0718
C 3.95 -2.69 -1.32  0.0097
C 3.97 -3.42 1.69  0.0102
C 3.39 -5.59 -0.45  0.0181
Si -0.43 -4.07 -1.77  0.1640
C -2.15 -3.42 -1.90  0.0166
C 0.70 -3.42 -3.10  0.0525
C -0.36 -5.90 -1.50  0.0317
H 0.01 -3.88 4.50  0.0064
H 0.01 -2.41 3.51  0.0025
H 1.48 -3.39 3.64  -0.0004
H -2.50 -4.43 2.87  0.0033
H -2.35 -5.36 1.38  -0.0002
H -2.35 -3.59 1.33  0.0004
H 0.11 -6.73 2.94  0.0076
H 1.66 -6.14 2.35  -0.0001
H 0.42 -6.71 1.21  0.0003
H 3.53 -1.68 -1.28  0.0058
H 3.75 -3.09 -2.31  0.0003
H 5.03 -2.62 -1.21  0.0006
H 3.72 -2.40 2.02  0.0041
H 5.06 -3.50 1.64  0.0006
H 3.62 -4.12 2.45  0.0004
H 3.09 -5.76 -1.49  -0.0001
H 2.81 -6.25 0.19  0.0001
H 4.44 -5.89 -0.36  0.0039
H -2.19 -2.42 -2.32  -0.0002
H -2.72 -3.43 -0.97  0.0009
H -2.68 -4.09 -2.59  0.0036
H 0.96 -2.38 -2.95  0.0004
H 0.17 -3.50 -4.06  0.0101
H 1.62 -4.01 -3.17  -0.0002
H -1.02 -6.21 -0.70  -0.0001
H 0.65 -6.27 -1.31  0.0002
H -0.71 -6.38 -2.42  0.0075

***

(3)
A cluster of 3 separate species, C34H61Br6NO7 in total at a distorted geometry, computed with wB97M-V/def2-TZVPD.

Summary:
- lowest unoccupied orbital energy (eV) = -0.8
- strongest force on any atom (eV/Å) = 7.8
- Kohn-Sham gap (eV) = 7.92
- HOMO level (eV) = -8.702
- spin multiplicity = 1

Last column: Löwdin charge in e.
Cartesian coordinates (Å):
C 1.07 -0.36 -3.08  0.0396
C 2.17 -0.56 -2.36  -0.0740
C 3.35 -1.11 -1.37  -0.0926
C 2.71 -1.83 -0.03  -0.4076
C 2.09 -0.62 0.82  -0.1540
C 3.21 0.37 1.51  -0.1078
C 3.90 -2.56 0.80  -0.1211
C 5.39 -2.44 0.22  -0.1871
C 6.13 -1.01 0.53  -0.2092
C 7.76 -1.20 0.66  -0.1748
C 8.44 0.15 1.33  -0.1410
C 7.50 1.45 1.25  -0.2308
O 8.15 2.71 1.63  -0.2198
C 7.18 3.73 1.23  -0.3582
O 7.18 4.34 0.06  -0.2626
C 5.98 4.19 2.23  -0.0514
C 4.78 4.86 1.76  0.0293
O 1.84 -2.82 -0.56  -0.0862
C 0.69 -3.22 0.17  -0.2923
C 0.88 -3.61 1.73  -0.1287
O -0.38 -3.51 2.51  -0.2216
C -0.23 -4.42 3.63  -0.1230
C -0.62 -2.25 -0.07  -0.1243
O -1.76 -2.92 -0.64  -0.1820
C -2.71 -1.92 -1.17  -0.2070
C -3.41 -1.04 -0.01  -0.1868
C -4.88 -0.49 -0.37  -0.2275
C -5.87 -0.97 0.85  -0.2135
C -7.40 -0.89 0.33  -0.2078
C -8.14 0.36 1.08  -0.2197
C -9.35 0.83 0.08  -0.2729
C -10.46 1.58 0.98  -0.1795
C 0.28 -4.66 -0.54  -0.0770
O -0.59 -5.48 0.28  -0.1065
N -0.09 -6.72 0.49  -0.0343
O -0.92 -7.31 1.14  0.0118
H 0.30 -0.49 -3.95  0.0287
H 3.92 -1.88 -2.04  0.1308
H 3.97 -0.18 -1.12  0.0930
H 1.45 0.12 0.18  0.1264
H 1.40 -0.92 1.69  0.1151
H 2.58 1.21 2.03  0.0876
H 3.79 -0.15 2.37  0.0682
H 3.88 0.90 0.75  0.0699
H 3.63 -3.69 0.82  0.1321
H 3.93 -2.26 1.93  0.1197
H 5.51 -2.77 -0.89  0.1176
H 6.03 -3.22 0.82  0.1154
H 5.98 -0.24 -0.30  0.0978
H 5.78 -0.68 1.57  0.0911
H 7.95 -2.08 1.37  0.1047
H 8.23 -1.34 -0.39  0.1211
H 9.45 0.42 0.85  0.1071
H 8.55 -0.11 2.46  0.1234
H 7.11 1.55 0.16  0.1298
H 6.56 1.34 1.93  0.1293
H 6.00 3.97 3.37  0.1130
H 4.74 5.48 0.78  0.0869
H 3.79 4.82 2.36  0.0810
H 1.24 -4.71 1.90  0.1314
H 1.64 -2.96 2.30  0.1215
H -1.10 -4.33 4.40  0.1099
H -0.23 -5.54 3.30  0.0931
H 0.80 -4.24 4.14  0.1013
H -0.25 -1.48 -0.87  0.1197
H -0.86 -1.61 0.87  0.1351
H -2.15 -1.17 -1.87  0.0112
H -3.51 -2.43 -1.85  0.1406
H -3.42 -1.69 0.96  0.1186
H -2.73 -0.13 0.25  0.1158
H -5.27 -0.82 -1.40  0.0290
H -4.86 0.68 -0.33  0.1151
H -5.67 -0.28 1.78  0.1165
H -5.55 -2.03 1.19  0.1057
H -7.93 -1.90 0.53  0.1173
H -7.36 -0.64 -0.80  0.0793
H -8.58 0.05 2.10  0.1098
H -7.42 1.24 1.25  0.1100
H -9.75 -0.14 -0.40  0.1106
H -8.87 1.50 -0.72  0.0638
H -10.04 2.57 1.43  0.0457
H -10.71 0.88 1.86  0.0721
H -11.40 1.80 0.35  0.0202
H 1.30 -5.23 -0.59  0.1426
H -0.05 -4.53 -1.63  0.1491
Br -6.27 0.56 -3.51  0.6698
C -5.06 1.57 -4.64  -0.6790
C -3.86 0.74 -5.05  -0.6650
Br -2.57 0.58 -3.59  0.7114
H -4.79 2.48 -4.09  0.0548
H -5.65 1.85 -5.52  0.0582
H -3.31 1.23 -5.86  0.0581
H -4.12 -0.27 -5.36  0.0556
Br 11.38 2.74 -3.34  0.5818
C 11.85 3.59 -1.65  -0.7038
C 11.04 3.02 -0.51  -0.6431
Br 9.21 3.72 -0.51  0.9831
H 11.71 4.66 -1.78  0.0483
H 12.91 3.38 -1.51  0.0503
H 11.46 3.32 0.45  0.0607
H 10.96 1.93 -0.53  0.0383
Br -9.22 4.40 -0.66  0.6639
C -10.72 5.61 -0.92  -0.6792
C -11.98 5.08 -0.27  -0.6810
Br -12.78 3.66 -1.33  0.6272
H -10.83 5.77 -2.00  0.0519
H -10.41 6.55 -0.45  0.0568
H -12.74 5.86 -0.22  0.0567
H -11.81 4.68 0.73  0.0520

***

(4)
A cluster of 5 separate species, C34H61ClN5O4 in total at a distorted geometry, computed with wB97M-V/def2-TZVPD.

Summary:
- lowest unoccupied orbital energy (eV) = -8.6
- strongest force on any atom (eV/Å) = 4.6
- charge = +3
- Kohn-Sham gap (eV) = 6.76
- HOMO level (eV) = -15.336
- spin multiplicity = 1

Last column: Löwdin charge in e.
Cartesian coordinates (Å):
C -3.89 1.94 24.23  0.0562
N -4.01 3.01 23.25  -0.1100
C -3.30 4.08 23.34  -0.0016
C -3.37 5.07 22.36  0.0972
C -4.44 5.03 21.40  -0.1304
C -5.08 3.83 21.31  0.0562
C -4.94 2.83 22.33  0.0467
C -4.75 6.22 20.56  -0.1602
C -5.13 7.39 21.19  0.0573
C -5.36 8.55 20.40  0.0656
N -5.04 8.58 19.05  -0.0599
C -4.79 7.39 18.44  0.0490
C -4.58 6.16 19.18  0.0848
C -5.00 9.90 18.38  0.0180
H -4.04 0.97 23.75  0.1183
H -4.56 2.07 25.08  0.1294
H -2.84 2.03 24.51  0.1148
H -2.55 4.19 24.10  0.1641
H -2.62 5.83 22.20  0.1452
H -5.95 3.69 20.68  0.1362
H -5.34 1.84 22.20  0.1555
H -5.17 7.46 22.27  0.1408
H -5.75 9.44 20.87  0.1473
H -4.49 7.58 17.42  0.1084
H -4.30 5.26 18.65  0.1153
H -5.79 10.58 18.69  0.1129
H -5.25 9.75 17.33  0.0967
H -4.05 10.41 18.26  0.1059
C -8.67 11.25 12.42  -0.0793
C -7.63 12.02 11.44  -0.2379
C -6.23 11.57 11.38  -0.2202
C -5.40 11.53 12.66  -0.0836
N -4.01 10.82 12.39  -0.1663
C -2.89 11.50 13.40  -0.0610
C -1.56 10.92 12.92  -0.1318
C -1.70 11.19 11.42  -0.1778
C -3.15 11.39 11.12  -0.0825
C -4.06 9.27 12.42  0.0403
H -9.57 11.84 12.23  0.0684
H -8.41 11.36 13.48  0.0537
H -8.96 10.22 12.23  0.0621
H -7.68 13.04 11.83  0.1102
H -8.12 12.09 10.47  0.1183
H -5.87 12.40 10.77  0.1230
H -6.23 10.58 10.92  0.1180
H -5.78 10.91 13.47  0.1202
H -5.26 12.56 13.02  0.1334
H -3.24 11.24 14.40  0.1217
H -2.97 12.58 13.27  0.1261
H -1.45 9.85 13.10  0.0950
H -0.76 11.48 13.41  0.1329
H -1.38 10.37 10.78  0.1214
H -1.06 12.02 11.15  0.1338
H -3.53 11.18 10.12  0.1382
H -3.24 12.47 11.28  0.1186
H -4.21 8.95 13.45  0.0828
H -3.13 8.86 12.03  0.1024
H -4.88 8.98 11.77  0.0942
C 0.32 3.86 14.37  -0.0907
C -0.73 3.65 13.24  -0.1900
C -2.15 2.98 13.66  -0.1533
C -2.88 3.70 14.78  -0.1249
N -4.42 3.47 14.88  -0.1972
C -5.17 3.85 13.56  -0.0848
C -5.18 5.34 13.61  -0.1392
C -5.69 5.60 15.02  -0.1603
C -5.05 4.50 15.85  -0.1072
C -4.75 1.99 15.32  0.0583
H 0.98 3.02 14.60  0.0767
H -0.07 4.38 15.24  0.0436
H 0.98 4.67 14.04  0.0747
H -0.26 3.16 12.38  0.1076
H -1.02 4.60 12.79  0.0907
H -1.92 1.99 14.06  0.1126
H -2.63 3.08 12.69  0.1019
H -2.68 4.76 14.63  0.1090
H -2.44 3.40 15.73  0.1374
H -6.14 3.36 13.63  0.1442
H -4.64 3.32 12.77  0.1254
H -6.01 5.52 12.92  0.1324
H -4.25 5.88 13.46  0.1204
H -6.76 5.41 15.08  0.1210
H -5.55 6.61 15.40  0.1014
H -5.84 4.03 16.43  0.1239
H -4.26 4.90 16.48  0.1041
H -4.60 1.41 14.41  0.1034
H -5.77 1.91 15.69  0.0990
H -4.03 1.57 16.03  0.1024
Cl -1.45 7.52 15.50  0.5999
O -1.23 6.38 16.33  -0.3649
O -0.94 8.66 16.12  -0.3414
O -0.83 7.40 14.19  -0.3384
O -2.91 7.64 15.53  -0.4309
C 1.78 12.09 19.89  -0.1044
C 0.34 11.62 19.82  -0.2531
C 0.07 10.52 18.76  -0.1822
C -0.97 9.58 19.13  -0.1951
N -1.79 8.75 19.37  0.1397
H 2.08 12.78 20.68  0.0793
H 2.22 12.57 19.02  0.0808
H 2.40 11.22 20.12  0.0756
H -0.30 12.51 19.80  0.1073
H -0.02 11.13 20.73  0.0992
H 1.00 9.97 18.63  0.1302
H -0.09 11.00 17.79  0.1220

***

Question: Number 1 is which compound?
Answer: C34H59ClLaNPSi

***

Question: Number 2 is which compound?
Answer: C34H59N9PPdSi4Te

***

Question: Which of these has the highest strongest force on any atom?
Answer: C34H59ClLaNPSi